1.
Here is C16H14ClN2O6Pd as an isolated structure from the Open Molecules 2025 dataset. Energies are from the ωB97M-V functional and the def2-TZVPD basis.

Geometry as XYZ:
```
40
Properties=species:S:1:pos:R:3:nbo_charge:R:1
Pd -0.767 -0.440 0.721 0.327
O -0.564 -0.165 -1.619 -0.725
C 0.563 0.083 -2.351 0.370
C 0.996 -0.912 -3.220 -0.248
C 2.132 -0.737 -3.987 -0.183
C 2.868 0.438 -3.884 -0.251
C 2.464 1.406 -2.986 -0.141
C 1.304 1.257 -2.222 -0.188
C 1.085 2.313 -1.209 0.137
N 0.093 2.971 -0.771 -0.479
C -1.376 -0.686 2.570 0.479
C -0.610 0.188 3.609 -0.374
N 0.753 0.284 3.173 -0.395
C 1.066 1.280 2.461 0.109
C 2.273 1.248 1.617 -0.231
C 3.222 2.259 1.659 -0.180
C 4.337 2.253 0.830 -0.337
C 4.489 1.181 -0.054 -0.226
C 3.545 0.180 -0.137 -0.280
C 2.360 0.188 0.655 0.391
O 1.426 -0.665 0.440 -0.806
H 0.416 -1.823 -3.264 0.227
H 2.452 -1.523 -4.659 0.207
H 3.767 0.581 -4.469 0.208
H 3.065 2.296 -2.843 0.214
H 2.007 2.620 -0.709 0.243
H -1.217 0.551 -1.820 0.519
H -2.272 -0.156 0.602 -0.177
H -0.685 -0.305 4.579 0.198
H -1.137 1.157 3.639 0.173
H 0.393 2.150 2.371 0.142
H 3.080 3.073 2.365 0.196
H 5.077 3.041 0.885 0.197
H 5.359 1.141 -0.702 0.193
H 3.648 -0.624 -0.857 0.202
O 0.373 4.097 -4.084 0.010
Cl -1.479 2.805 -1.342 0.947
O -1.700 2.024 -2.654 -0.841
O -0.410 4.909 -3.684 -0.008
O -2.214 -1.452 2.979 -0.621
```

Values from the calculation:
2S+1: 3
Orbital gap (alpha / beta) in eV: 6.84 / 5.65
Energy in eV: -48078.860
E_HOMO (alpha / beta) in hartree: -0.15063 / -0.15064
Energy above the lowest of the compared OMol25 structures with the same formula, charge and spin in kJ/mol: 123.5
Total charge: -1
⟨S²⟩: 2.0083

2.
Here is C31H30ClN6ORhS2 as an isolated structure from the Open Molecules 2025 dataset. Energies are from the ωB97M-V functional and the def2-TZVPD basis.

Geometry as XYZ:
```
72
Properties=species:S:1:pos:R:3:mulliken_charge:R:1
Rh 0.259 0.011 -0.346 0.528
Cl -6.551 1.450 1.796 -0.177
C -4.917 1.437 1.278 0.034
C -4.215 2.646 1.138 -0.601
C -2.900 2.635 0.745 -0.304
C -2.209 1.433 0.488 0.182
O -0.946 1.505 0.187 -0.651
C -2.938 0.197 0.601 0.139
C -2.388 -1.074 0.335 0.140
N -1.143 -1.345 0.015 0.157
C -0.689 -2.651 -0.172 0.403
C -1.346 -3.826 0.176 -0.701
C -0.816 -5.065 -0.182 -1.044
C 0.356 -5.166 -0.894 -0.873
C 1.067 -4.001 -1.242 0.701
C 2.241 -4.010 -2.021 -0.457
C 2.864 -2.820 -2.312 -1.097
C 2.340 -1.628 -1.816 -0.093
N 1.228 -1.581 -1.091 0.087
C 0.568 -2.746 -0.826 0.754
C -4.293 0.250 0.999 -1.107
H -4.717 3.582 1.343 0.459
H -2.353 3.561 0.620 0.620
H -3.078 -1.910 0.378 0.331
H -2.260 -3.790 0.751 0.386
H -1.347 -5.966 0.090 0.422
H 0.759 -6.128 -1.180 0.435
H 2.624 -4.950 -2.395 0.471
H 3.757 -2.788 -2.919 0.423
H 2.835 -0.686 -2.011 0.500
H -4.852 -0.673 1.085 0.456
C 4.197 1.181 4.736 -1.404
C 3.768 1.139 3.276 -0.413
N 2.506 1.865 3.096 -0.090
C 1.361 1.378 2.636 0.847
S 1.261 -0.229 1.982 -0.178
N 0.268 2.119 2.682 0.074
C 0.148 3.451 3.270 -0.799
C 0.076 3.425 4.796 -0.977
H 5.134 0.644 4.868 0.409
H 3.446 0.711 5.371 0.338
H 4.352 2.209 5.067 0.405
H 3.620 0.112 2.955 0.527
H 4.526 1.604 2.642 0.169
H 2.471 2.764 3.557 0.212
H -0.569 1.691 2.320 -0.062
H -0.768 3.879 2.868 0.338
H 0.978 4.075 2.928 0.432
H -0.720 2.760 5.128 0.327
H -0.139 4.425 5.169 0.392
H 1.010 3.092 5.250 0.286
S 4.400 4.786 -2.271 -0.184
C 3.376 3.486 -1.686 0.798
C 2.110 3.332 -2.259 -0.828
C 1.288 2.322 -1.815 -0.632
N 1.661 1.427 -0.885 0.633
C 2.891 1.546 -0.365 -0.603
C 3.753 2.561 -0.711 -0.887
C 5.300 5.279 -0.798 0.376
C 4.936 6.504 -0.256 -0.316
C 5.621 6.952 0.869 -0.449
N 6.583 6.242 1.438 -0.528
C 6.943 5.084 0.908 -0.465
C 6.340 4.559 -0.231 -0.156
H 1.766 4.010 -3.028 0.473
H 0.283 2.223 -2.205 0.463
H 3.197 0.788 0.343 0.989
H 4.721 2.621 -0.238 0.177
H 4.147 7.096 -0.698 0.440
H 5.383 7.907 1.322 0.382
H 7.750 4.558 1.405 0.392
H 6.710 3.636 -0.658 0.567
```

Values from the calculation:
Orbital gap (alpha / beta) in eV: 5.39 / 5.39
Energy in eV: -80811.469
E_HOMO (alpha / beta) in hartree: -0.48307 / -0.48308
Energy above the lowest of the compared OMol25 structures with the same formula, charge and spin in kJ/mol: 49.1
Total charge: +2

3.
Here is one molecule with the formula C5H7P from the Open Molecules 2025 dataset. Energies are from the ωB97M-V functional and the def2-TZVPD basis.

Geometry as XYZ:
```
13
Properties=species:S:1:pos:R:3:nbo_charge:R:1
C 1.727 0.821 -0.014 -0.640
C 0.300 0.277 -0.027 -0.004
C -0.045 -1.011 0.190 -0.195
C -1.488 -1.253 -0.002 -0.768
P -2.328 0.387 -0.012 0.643
C -0.885 1.210 0.128 -0.616
H 1.810 1.849 0.162 0.214
H 2.169 0.483 -0.859 0.218
H 2.345 0.441 0.742 0.221
H 0.586 -1.778 0.123 0.196
H -1.618 -1.493 -1.090 0.262
H -1.919 -2.131 0.488 0.254
H -0.653 2.199 0.172 0.215
```

Values from the calculation:
Orbital gap in eV: 8.80
Energy in eV: -14585.171
E_HOMO in hartree: -0.30687
Energy above the lowest of the compared OMol25 structures with the same formula, charge and spin in kJ/mol: 50.8
SMILES string: CC1=CCP=C1
Total charge: 0

4.
Here is C31H39IrN3P as an isolated structure from the Open Molecules 2025 dataset. Energies are from the ωB97M-V functional and the def2-TZVPD basis.

Geometry as XYZ:
```
75
Properties=species:S:1:pos:R:3:mulliken_charge:R:1
Ir 1.221 12.657 12.814 1.517
N 0.364 12.845 10.777 -0.512
C -0.615 13.915 10.808 -0.005
C -1.623 14.122 9.866 -0.590
C -2.469 15.269 9.906 -0.842
C -2.257 16.223 10.877 -0.614
C -1.308 16.012 11.967 0.355
C -1.259 16.836 13.131 -0.533
C -0.483 16.397 14.196 -0.867
C 0.319 15.233 14.161 0.042
N 0.188 14.364 13.099 -0.058
C -0.590 14.768 11.944 0.509
H -0.131 11.952 10.571 0.419
H 1.167 12.891 10.159 0.417
H -1.612 13.541 8.977 0.514
H -3.255 15.364 9.117 0.397
H -2.788 17.161 10.893 0.440
H -1.699 17.806 13.128 0.499
H -0.441 17.078 15.123 0.351
H 0.981 14.959 14.995 0.478
C 3.587 11.202 10.164 -1.239
C 3.662 10.684 11.590 1.080
C 4.963 10.030 11.998 -1.679
P 3.377 11.999 12.839 -0.470
C 4.853 13.182 12.916 0.951
C 4.738 14.075 11.689 -1.083
C 5.049 13.809 14.277 -1.216
C 3.343 11.151 14.453 -0.217
C 4.468 10.586 15.039 -0.370
C 4.356 9.665 16.094 0.625
C 5.459 8.842 16.591 -1.573
C 3.115 9.588 16.723 -1.096
C 2.003 10.193 16.154 -0.847
C 2.093 11.068 15.099 0.350
N 0.973 11.782 14.634 0.138
C -0.365 11.705 15.204 -0.592
C -1.306 10.739 14.653 0.989
C -0.758 9.541 13.812 -1.337
C -2.558 10.686 15.241 -0.332
C -2.968 11.575 16.283 0.341
C -4.418 11.812 16.632 -1.339
C -1.923 12.274 16.964 -0.629
C -0.586 12.207 16.566 0.557
C 0.533 12.669 17.407 -1.555
H 3.019 10.565 9.491 0.305
H 4.599 11.330 9.718 0.407
H 3.076 12.185 10.190 0.152
H 2.824 9.922 11.794 0.379
H 5.789 10.667 12.356 0.302
H 5.372 9.418 11.188 0.474
H 4.845 9.326 12.782 0.449
H 5.677 12.539 12.733 0.278
H 5.076 15.061 12.000 0.434
H 3.672 14.174 11.374 0.217
H 5.350 13.657 10.885 0.283
H 5.867 13.333 14.794 0.361
H 4.245 13.724 15.031 0.124
H 5.271 14.866 14.188 0.412
H 5.449 10.842 14.650 0.497
H 5.561 7.930 15.944 0.340
H 5.300 8.409 17.575 0.412
H 6.350 9.397 16.477 0.436
H 3.040 9.093 17.698 0.435
H 1.013 10.028 16.556 0.721
H -0.436 8.778 14.482 0.390
H 0.022 9.800 13.067 0.086
H -1.631 9.151 13.234 0.542
H -3.335 9.987 14.898 0.493
H -5.020 11.993 15.717 0.376
H -4.455 12.778 17.156 0.425
H -4.931 10.965 17.181 0.322
H -2.251 12.789 17.881 0.524
H 0.957 11.856 18.034 0.356
H 0.250 13.436 18.129 0.524
H 1.411 13.044 16.845 0.170
```

Values from the calculation:
2S+1: 6
Orbital gap (alpha / beta) in eV: 6.52 / 4.41
Energy in eV: -49347.239
E_HOMO (alpha / beta) in hartree: -0.55110 / -0.61823
Total charge: +3
⟨S²⟩: 8.8077

5.
Here is one molecule with the formula C18H19N3O2S from the Open Molecules 2025 dataset. Energies are from the ωB97M-V functional and the def2-TZVPD basis.

Geometry as XYZ:
```
43
Properties=species:S:1:pos:R:3:nbo_charge:R:1
O 7.278 1.596 -0.613 -0.375
N 6.315 1.813 0.093 0.514
O 6.205 2.767 0.835 -0.378
C 5.224 0.877 0.042 0.076
C 4.104 1.092 0.838 -0.198
C 3.051 0.204 0.775 -0.201
C 3.112 -0.903 -0.076 -0.076
C 2.033 -1.904 -0.053 0.131
S 2.454 -3.425 0.435 -0.162
N 0.783 -1.559 -0.362 -0.381
C -0.311 -2.482 -0.150 -0.223
C -1.610 -1.700 0.076 -0.239
N -1.280 -0.499 0.814 -0.436
C -2.370 0.093 1.577 -0.244
C -3.501 0.630 0.734 0.040
C -3.512 1.961 0.330 -0.246
C -4.513 2.440 -0.497 -0.205
C -5.520 1.595 -0.930 -0.217
C -5.525 0.271 -0.525 -0.193
C -4.523 -0.207 0.301 -0.247
C -0.570 0.451 -0.022 -0.227
C 0.397 -0.301 -0.951 -0.230
C 4.254 -1.118 -0.847 -0.184
C 5.306 -0.229 -0.798 -0.184
H 4.078 1.950 1.491 0.251
H 2.182 0.346 1.400 0.225
H -0.066 -3.081 0.732 0.241
H -0.407 -3.162 -1.005 0.205
H -2.109 -1.481 -0.883 0.172
H -2.286 -2.312 0.674 0.216
H -2.740 -0.678 2.257 0.206
H -1.937 0.900 2.175 0.204
H -2.738 2.630 0.678 0.210
H -4.508 3.477 -0.800 0.215
H -6.301 1.968 -1.575 0.215
H -6.314 -0.391 -0.850 0.213
H -4.541 -1.239 0.621 0.209
H -1.250 1.057 -0.644 0.186
H -0.020 1.129 0.639 0.195
H 1.280 0.303 -1.160 0.236
H -0.102 -0.518 -1.903 0.201
H 4.305 -1.992 -1.478 0.239
H 6.194 -0.373 -1.395 0.249
```

Values from the calculation:
Orbital gap in eV: 7.52
Energy in eV: -38372.099
E_HOMO in hartree: -0.30216
Energy above the lowest of the compared OMol25 structures with the same formula, charge and spin in kJ/mol: 456.5
SMILES string: O=[N+]([O-])c1ccc(C(=S)N2CCN(Cc3ccccc3)CC2)cc1
Total charge: 0